Record 1
{
  "formula": "C5H9NS2",
  "method": "ωB97M-V/def2-TZVPD",
  "relative_energy_ev": 4.048,
  "e_homo_ev": -8.84,
  "gap_ev": 8.4,
  "multiplicity": 1,
  "smiles": "C/C=C(\\CN)SC=S",
  "elements": ["C", "C", "C", "C", "C", "H", "H", "H", "H", "H", "H", "H", "H", "H", "N", "S", "S"],
  "positions_angstrom": [[-0.097, 2.183, -0.594], [0.118, 1.187, 0.509], [-0.325, -0.116, 0.472], [-1.089, -0.606, -0.791], [1.765, -0.959, 1.765], [-1.063, 1.790, -1.207], [-0.402, 3.244, -0.310], [0.791, 2.460, -1.181], [0.368, 1.640, 1.666], [-2.196, -0.732, -0.456], [-1.062, 0.186, -1.580], [-1.138, -2.892, -0.739], [0.363, -1.966, -1.427], [2.037, -0.412, 0.864], [-0.818, -1.941, -1.457], [-0.019, -1.221, 1.761], [2.767, -1.846, 2.706]]
}

Record 2
{
  "formula": "C14H18N2O3",
  "method": "ωB97M-V/def2-TZVPD",
  "relative_energy_ev": 3.334,
  "e_homo_ev": -8.89,
  "gap_ev": 9.6,
  "multiplicity": 1,
  "smiles": "O=C(O)[C@H](Cc1ccccc1)NC(=O)[C@@H]1CCCN1",
  "elements": ["C", "C", "C", "C", "C", "C", "C", "C", "C", "C", "C", "C", "C", "C", "H", "H", "H", "H", "H", "H", "H", "H", "H", "H", "H", "H", "H", "H", "H", "H", "H", "H", "N", "N", "O", "O", "O"],
  "positions_angstrom": [[-0.456, 1.889, 0.943], [-1.664, 0.969, 0.693], [-0.445, 3.071, -0.108], [0.843, 2.914, -0.971], [1.844, 2.092, -0.055], [-1.901, -1.049, -0.565], [-3.400, -1.234, -0.238], [-1.150, -2.089, 0.358], [0.342, -2.031, 0.419], [0.893, -2.027, -0.865], [1.314, -1.976, 1.473], [2.181, -1.863, -1.248], [2.679, -1.796, 1.106], [3.084, -1.778, -0.226], [1.212, 0.675, 1.043], [-0.319, 2.222, 1.970], [-0.462, 4.058, 0.446], [-1.156, 2.910, -0.860], [1.235, 3.867, -1.203], [0.528, 2.303, -1.849], [2.684, 1.452, -0.443], [2.470, 2.850, 0.563], [-0.424, 0.451, -0.493], [-1.825, -1.376, -1.666], [-1.610, -2.016, 1.342], [-1.457, -3.075, -0.023], [0.158, -1.882, -1.691], [1.002, -1.865, 2.498], [2.559, -1.919, -2.288], [3.549, -1.814, 1.878], [4.195, -1.756, -0.452], [-5.103, -0.495, -0.549], [0.827, 1.323, 0.524], [-1.474, 0.297, -0.472], [-2.624, 1.051, 1.402], [-3.934, -2.232, 0.158], [-4.195, -0.121, -0.551]]
}

Record 3
{
  "formula": "C29H73FN5O5PSSbSiTi",
  "method": "ωB97M-V/def2-TZVPD",
  "relative_energy_ev": 0.149,
  "e_homo_ev": -14.46,
  "total_charge": 3,
  "gap_ev": 5.3,
  "multiplicity": 1,
  "elements": ["Ti", "C", "C", "N", "C", "C", "N", "C", "C", "N", "H", "H", "H", "H", "H", "H", "H", "H", "H", "H", "H", "H", "H", "H", "H", "C", "C", "C", "C", "O", "Si", "S", "O", "C", "C", "C", "C", "O", "C", "C", "C", "C", "H", "H", "H", "H", "H", "H", "H", "H", "H", "H", "H", "H", "H", "H", "H", "H", "H", "H", "H", "H", "H", "H", "H", "H", "H", "H", "H", "F", "C", "C", "C", "Sb", "C", "C", "C", "C", "C", "C", "H", "H", "H", "H", "H", "H", "H", "H", "H", "H", "H", "H", "H", "H", "H", "H", "H", "H", "H", "H", "H", "N", "C", "P", "O", "O", "C", "N", "H", "H", "H", "H", "H", "H", "H", "H", "H", "H"],
  "positions_angstrom": [[-0.581, 1.083, -0.362], [1.157, 2.908, -2.160], [1.923, 1.634, -1.841], [1.539, 1.167, -0.484], [2.169, 1.983, 0.598], [1.153, 2.307, 1.675], [-0.120, 2.734, 1.025], [-0.073, 4.084, 0.393], [-0.715, 4.029, -0.984], [-0.256, 2.805, -1.683], [1.182, 3.109, -3.231], [1.616, 3.767, -1.672], [3.000, 1.805, -1.902], [1.667, 0.847, -2.544], [1.823, 0.175, -0.342], [2.567, 2.894, 0.153], [3.010, 1.440, 1.028], [1.530, 3.082, 2.344], [0.932, 1.420, 2.268], [-0.838, 2.736, 1.745], [0.967, 4.401, 0.327], [-0.581, 4.817, 1.020], [-0.474, 4.928, -1.555], [-1.801, 3.971, -0.910], [-0.877, 2.639, -2.483], [-4.243, 0.033, 0.553], [-3.819, 1.375, -0.006], [-4.846, 1.996, -0.932], [-3.430, 2.320, 1.112], [-2.558, 1.147, -0.849], [-2.514, 0.370, -2.391], [-0.580, -0.503, -2.068], [-3.703, -0.658, -2.491], [-4.198, -1.882, -3.147], [-5.683, -1.670, -3.366], [-3.929, -3.017, -2.174], [-3.452, -2.093, -4.451], [-2.382, 1.632, -3.374], [-2.715, 2.061, -4.747], [-2.301, 3.519, -4.809], [-1.907, 1.213, -5.711], [-4.211, 1.908, -4.945], [-5.110, 0.185, 1.197], [-3.447, -0.401, 1.159], [-4.524, -0.656, -0.239], [-5.736, 2.248, -0.356], [-5.144, 1.303, -1.719], [-4.463, 2.913, -1.382], [-4.323, 2.568, 1.684], [-3.024, 3.258, 0.730], [-2.736, 1.838, 1.805], [-6.200, -1.531, -2.416], [-6.110, -2.541, -3.861], [-5.864, -0.800, -3.997], [-4.413, -2.828, -1.216], [-2.854, -3.141, -2.022], [-4.326, -3.950, -2.575], [-3.709, -1.331, -5.186], [-3.723, -3.060, -4.875], [-2.371, -2.094, -4.287], [-1.218, 3.624, -4.697], [-2.808, 4.097, -4.035], [-2.571, 3.944, -5.776], [-0.838, 1.317, -5.515], [-2.095, 1.533, -6.735], [-2.176, 0.159, -5.634], [-4.761, 2.524, -4.233], [-4.519, 0.870, -4.825], [-4.485, 2.225, -5.951], [-0.810, 0.114, 1.102], [-0.104, -4.790, 4.315], [0.762, -3.750, 5.025], [2.229, -4.169, 5.035], [0.475, -1.867, 4.015], [1.754, -0.504, 5.099], [3.172, -0.563, 4.533], [1.721, -0.735, 6.606], [-1.488, -1.295, 4.771], [-1.573, 0.227, 4.859], [-1.891, -1.960, 6.082], [-0.067, -5.748, 4.837], [0.267, -4.968, 3.298], [-1.155, -4.493, 4.255], [0.403, -3.621, 6.046], [2.635, -4.218, 4.020], [2.331, -5.160, 5.485], [2.850, -3.486, 5.612], [1.331, 0.481, 4.882], [3.629, -1.540, 4.695], [3.804, 0.178, 5.026], [3.192, -0.371, 3.458], [2.048, -1.742, 6.870], [0.726, -0.585, 7.026], [2.396, -0.035, 7.103], [-2.177, -1.627, 3.987], [-0.963, 0.612, 5.679], [-2.601, 0.546, 5.047], [-1.231, 0.712, 3.938], [-1.205, -1.711, 6.891], [-1.928, -3.047, 6.001], [-2.886, -1.623, 6.385], [-0.218, -2.979, 0.817], [0.901, -3.801, 0.258], [2.465, -2.839, 0.461], [3.186, -3.287, 1.689], [2.042, -1.424, 0.225], [3.610, -3.445, -0.886], [4.729, -4.159, -0.174], [-0.443, -2.199, 0.197], [0.067, -2.544, 1.750], [-1.054, -3.540, 0.982], [0.681, -3.996, -0.791], [0.946, -4.743, 0.802], [4.017, -2.591, -1.421], [3.147, -4.114, -1.608], [4.498, -4.015, 0.851], [5.647, -3.767, -0.382], [4.764, -5.156, -0.381]]
}

Record 4
{
  "formula": "C40H50AlBCaCl6F2INNbO13S3",
  "method": "ωB97M-V/def2-TZVPD",
  "e_homo_ev": -13.93,
  "total_charge": 3,
  "gap_ev": 1.8,
  "multiplicity": 1,
  "elements": ["C", "C", "C", "C", "C", "Nb", "I", "C", "C", "C", "C", "O", "N", "C", "S", "S", "C", "C", "O", "O", "C", "C", "C", "O", "C", "O", "C", "S", "H", "H", "H", "H", "H", "H", "H", "H", "H", "H", "H", "H", "H", "H", "H", "H", "H", "H", "H", "H", "H", "H", "H", "H", "H", "H", "H", "H", "Ca", "O", "H", "H", "Cl", "C", "C", "Cl", "H", "H", "H", "H", "C", "C", "C", "O", "C", "H", "H", "H", "H", "H", "H", "H", "H", "B", "O", "C", "O", "C", "O", "O", "F", "F", "C", "C", "C", "C", "C", "C", "C", "O", "C", "C", "C", "C", "C", "C", "C", "O", "H", "H", "H", "H", "H", "H", "H", "H", "Al", "C", "Cl", "Cl", "Cl", "Cl"],
  "positions_angstrom": [[6.453, 5.960, -0.392], [5.832, 5.458, -1.425], [4.787, 5.080, -2.581], [4.488, 3.472, -2.662], [4.024, 2.835, -1.269], [3.595, 0.585, -1.364], [5.641, 0.278, 0.623], [3.379, -1.720, -1.302], [3.487, -2.334, 0.185], [5.114, 0.256, -3.072], [4.548, 0.652, -4.523], [5.629, 0.995, -5.501], [1.993, 0.817, -2.777], [1.367, 1.951, -2.473], [0.557, 3.397, -2.199], [1.827, 0.857, 0.463], [0.608, -0.561, 0.315], [-0.924, -0.120, 0.479], [-1.619, -0.752, 1.382], [-1.542, 0.904, -0.342], [-2.516, 0.270, -1.223], [-3.485, 1.338, -1.977], [-3.936, 0.632, -3.387], [-4.673, 1.430, -1.151], [-5.523, 2.526, -1.536], [-6.300, 2.541, -2.525], [-5.516, 3.847, -0.589], [-4.407, 5.088, -1.453], [7.078, 6.605, 0.334], [3.840, 5.720, -2.564], [5.349, 5.322, -3.588], [3.582, 3.378, -3.383], [5.444, 2.998, -3.077], [4.886, 3.018, -0.513], [3.112, 3.393, -0.811], [2.397, -2.047, -1.837], [4.227, -2.213, -1.924], [2.761, -3.241, 0.212], [3.207, -1.613, 1.029], [4.537, -2.771, 0.369], [6.057, 0.870, -2.776], [5.462, -0.843, -3.140], [3.824, 1.536, -4.540], [3.988, -0.254, -4.955], [5.129, 1.371, -6.280], [0.731, -1.032, -0.736], [0.871, -1.352, 1.120], [-1.956, -0.398, -1.977], [-3.236, -0.414, -0.603], [-2.970, 2.352, -2.158], [-4.203, 1.452, -4.162], [-4.929, 0.096, -3.145], [-3.166, -0.122, -3.774], [-5.178, 3.618, 0.479], [-6.575, 4.308, -0.554], [-5.283, 5.768, -2.290], [-3.043, -2.380, -0.532], [8.612, 2.335, 2.102], [9.150, 2.401, 1.302], [7.875, 1.768, 1.843], [1.985, -5.566, -1.128], [3.303, -6.717, -0.778], [3.214, -7.273, 0.629], [3.564, -6.035, 1.860], [4.252, -6.208, -0.951], [3.215, -7.528, -1.505], [3.952, -8.068, 0.760], [2.226, -7.688, 0.836], [1.381, -3.717, 6.430], [2.822, -3.940, 6.032], [2.835, -5.421, 5.713], [1.525, -5.753, 5.230], [0.646, -4.652, 5.491], [1.055, -2.679, 6.339], [1.229, -4.034, 7.467], [3.052, -3.361, 5.131], [3.540, -3.665, 6.806], [3.023, -6.020, 6.610], [3.582, -5.681, 4.958], [0.428, -4.163, 4.533], [-0.291, -5.022, 5.914], [6.836, 6.748, -8.076], [7.644, 6.978, -6.863], [6.932, 6.559, -5.831], [7.302, 6.601, -4.677], [5.644, 6.040, -6.299], [4.768, 5.581, -5.597], [5.570, 6.143, -7.612], [7.514, 5.849, -8.957], [6.575, 7.985, -8.737], [-8.720, 2.068, -0.522], [-9.994, 2.589, -0.307], [-10.643, 2.360, 0.903], [-10.022, 1.599, 1.896], [-8.757, 1.059, 1.669], [-8.103, 1.305, 0.463], [-8.108, 0.209, 2.693], [-6.995, -0.263, 2.493], [-8.827, -0.069, 3.955], [-8.253, -0.915, 4.906], [-8.917, -1.171, 6.102], [-10.151, -0.576, 6.356], [-10.729, 0.263, 5.409], [-10.072, 0.510, 4.202], [-10.712, 1.376, 3.187], [-11.793, 1.893, 3.406], [-8.209, 2.252, -1.461], [-10.481, 3.174, -1.080], [-11.634, 2.772, 1.068], [-7.111, 0.897, 0.285], [-7.290, -1.380, 4.717], [-8.471, -1.833, 6.838], [-10.665, -0.770, 7.292], [-11.693, 0.719, 5.611], [5.576, -0.364, -7.114], [5.397, -9.662, 3.222], [5.987, -10.716, 4.524], [4.300, -8.439, 3.901], [6.775, -8.854, 2.442], [4.524, -10.639, 2.019]]
}

Record 5
{
  "formula": "C41H35N3O4P2Pt",
  "method": "ωB97M-V/def2-TZVPD",
  "e_homo_ev": [-5.97, -7.97],
  "gap_ev": [6.2, 7.3],
  "s2": 2.04,
  "multiplicity": 3,
  "elements": ["Pt", "C", "C", "P", "C", "C", "C", "C", "C", "C", "C", "C", "C", "C", "C", "C", "P", "C", "C", "C", "C", "C", "C", "C", "C", "C", "C", "C", "C", "H", "H", "H", "H", "H", "H", "H", "H", "H", "H", "H", "H", "H", "H", "H", "H", "H", "H", "H", "H", "H", "H", "H", "H", "O", "C", "O", "C", "C", "C", "C", "C", "C", "C", "C", "C", "N", "H", "H", "H", "H", "H", "H", "C", "N", "C", "C", "C", "O", "N", "C", "O", "H", "H", "H", "H", "H"],
  "positions_angstrom": [[1.204, -0.353, -0.111], [-1.142, 2.515, -0.599], [0.215, 3.032, -0.138], [1.549, 1.853, -0.562], [2.997, 2.611, 0.226], [2.910, 3.086, 1.533], [4.033, 3.589, 2.174], [5.254, 3.611, 1.517], [5.350, 3.118, 0.224], [4.231, 2.616, -0.416], [1.750, 2.203, -2.339], [1.539, 1.191, -3.263], [1.640, 1.453, -4.624], [1.956, 2.727, -5.065], [2.173, 3.748, -4.144], [2.068, 3.485, -2.789], [-1.714, 1.007, 0.229], [-3.513, 1.092, 0.089], [-4.113, 1.491, -1.104], [-5.493, 1.445, -1.240], [-6.280, 1.003, -0.187], [-5.690, 0.608, 1.006], [-4.312, 0.651, 1.142], [-1.324, 1.160, 1.967], [-1.722, 2.306, 2.657], [-1.401, 2.451, 3.995], [-0.680, 1.453, 4.646], [-0.294, 0.312, 3.963], [-0.615, 0.159, 2.619], [-1.154, 2.297, -1.673], [-1.918, 3.263, -0.405], [0.205, 3.160, 0.945], [0.422, 4.008, -0.581], [1.976, 3.039, 2.077], [3.953, 3.951, 3.191], [6.132, 3.996, 2.018], [6.306, 3.105, -0.283], [4.322, 2.204, -1.413], [1.284, 0.198, -2.906], [1.470, 0.656, -5.335], [2.038, 2.930, -6.125], [2.427, 4.744, -4.482], [2.259, 4.282, -2.078], [-3.507, 1.816, -1.941], [-5.950, 1.752, -2.170], [-7.357, 0.970, -0.294], [-6.302, 0.270, 1.832], [-3.857, 0.357, 2.079], [-2.291, 3.083, 2.158], [-1.709, 3.339, 4.530], [-0.423, 1.570, 5.690], [0.264, -0.467, 4.464], [-0.317, -0.733, 2.084], [5.258, -1.438, 0.536], [4.039, -1.329, 0.471], [3.346, -0.273, 0.566], [3.238, -2.618, 0.275], [3.899, -3.832, 0.438], [3.200, -4.998, 0.258], [1.848, -4.939, -0.096], [1.101, -6.128, -0.396], [-0.190, -6.034, -0.920], [-0.812, -4.830, -1.058], [-0.203, -3.549, -0.557], [1.252, -3.679, -0.209], [1.939, -2.545, -0.036], [4.949, -3.799, 0.686], [3.683, -5.962, 0.364], [1.586, -7.087, -0.282], [-0.700, -6.934, -1.238], [-1.801, -4.779, -1.487], [-0.286, -2.773, -1.322], [-3.131, -2.895, 1.795], [-2.342, -2.953, 0.576], [-3.006, -2.742, -0.634], [-2.671, -1.896, -1.607], [-1.732, -0.735, -1.546], [-1.576, -0.079, -2.565], [-1.191, -0.406, -0.306], [-0.980, -3.122, 0.706], [-0.453, -3.095, 1.798], [-4.137, -3.253, 1.575], [-3.193, -1.875, 2.175], [-2.670, -3.521, 2.555], [-3.880, -3.378, -0.771], [-3.233, -1.937, -2.531]]
}

Record 6
{
  "formula": "C25H25O4SSn",
  "method": "ωB97M-V/def2-TZVPD",
  "e_homo_ev": [-3.93, -4.75],
  "total_charge": -1,
  "gap_ev": [5.4, 6.6],
  "multiplicity": 1,
  "elements": ["C", "C", "C", "H", "C", "C", "H", "H", "H", "H", "C", "C", "C", "H", "C", "C", "H", "H", "H", "H", "Sn", "O", "C", "C", "H", "H", "H", "H", "C", "C", "C", "H", "C", "H", "C", "H", "C", "H", "C", "C", "C", "C", "C", "C", "C", "S", "O", "O", "O", "H", "H", "H", "H", "H", "H", "H"],
  "positions_angstrom": [[0.649, -2.791, 1.123], [-0.692, -2.705, 0.651], [-0.645, -2.485, -0.779], [-1.600, -2.920, 1.206], [0.754, -2.352, -1.145], [1.528, -2.580, 0.032], [2.617, -2.675, 0.076], [0.957, -3.096, 2.117], [-1.489, -2.574, -1.461], [1.122, -2.304, -2.174], [-1.109, 2.346, -0.541], [-0.931, 1.956, 0.821], [0.478, 1.736, 1.042], [-1.697, 1.950, 1.595], [1.151, 1.950, -0.218], [0.171, 2.354, -1.175], [0.374, 2.608, -2.212], [-2.068, 2.575, -0.994], [0.969, 1.634, 2.007], [2.231, 1.942, -0.371], [-0.141, -0.228, -0.225], [-0.980, 0.096, -1.928], [-1.612, -0.387, -3.130], [-0.731, -0.927, -4.182], [-2.322, -1.158, -2.805], [-2.121, 0.495, -3.542], [-0.313, -1.922, -4.058], [0.980, -1.839, -5.944], [0.613, -0.841, -6.199], [-0.261, -0.197, -5.256], [-0.513, 1.205, -5.427], [-0.954, 1.755, -4.585], [-0.187, 1.827, -6.620], [-0.489, 2.865, -6.785], [0.498, 1.105, -7.621], [0.679, 1.582, -8.584], [0.943, -0.211, -7.386], [1.514, -0.745, -8.150], [0.135, 1.370, 8.960], [-0.112, 0.832, 7.581], [-0.210, -0.554, 7.374], [-0.402, -1.076, 6.092], [-0.504, -0.197, 5.006], [-0.455, 1.186, 5.195], [-0.265, 1.692, 6.484], [-0.601, -0.857, 3.336], [-0.876, -2.275, 3.571], [-1.679, -0.125, 2.663], [0.727, -0.562, 2.774], [-0.672, 1.084, 9.640], [1.064, 0.984, 9.384], [0.200, 2.456, 8.947], [-0.132, -1.235, 8.228], [-0.470, -2.149, 5.922], [-0.569, 1.860, 4.343], [-0.229, 2.773, 6.637]]
}

Record 7
{
  "formula": "C4H10N2O",
  "method": "ωB97M-V/def2-TZVPD",
  "relative_energy_ev": 1.325,
  "e_homo_ev": -8.74,
  "gap_ev": 9.6,
  "multiplicity": 1,
  "smiles": "CNCC(=O)NC",
  "elements": ["C", "N", "C", "C", "N", "C", "O", "H", "H", "H", "H", "H", "H", "H", "H", "H", "H"],
  "positions_angstrom": [[-0.248, 0.640, 2.336], [-1.092, -0.204, 1.527], [-0.458, -0.845, 0.387], [-0.334, 0.086, -0.808], [0.812, 0.071, -1.523], [2.071, -0.482, -1.043], [-1.303, 0.738, -1.149], [-0.748, 0.913, 3.263], [0.139, 1.562, 1.874], [0.645, 0.097, 2.655], [-1.920, 0.335, 1.313], [0.428, -1.323, 0.803], [-1.117, -1.641, 0.145], [0.901, 0.823, -2.188], [2.056, -1.571, -0.979], [2.865, -0.155, -1.700], [2.304, -0.132, -0.037]]
}

These records have strongest force on any atom values of 0.1010 0.1169 0.0183 0.1372 0.0153 0.0647 0.0306 hartree/bohr, in the order they appear.